a | A 2-piece molecular cluster, C3H10N2O2 overall, computed with ωB97M-V/def2-TZVPD.

Structure (XYZ):
```
17
Properties=species:S:1:pos:R:3:nbo_charge:R:1
N -2.1601 -1.4055 0.2397 -0.8620
C -1.1884 -0.7343 -0.6471 -0.2243
C -1.6089 0.1571 -1.8175 -0.5105
C -0.4902 1.0831 -2.3902 0.6873
N 0.6906 0.8158 -1.6968 -0.8330
O -0.5836 1.9665 -3.2767 -0.6017
H -3.0733 -1.3272 -0.2501 0.3652
H -2.0237 -2.3718 0.6649 0.3932
H -0.4872 -0.0194 -0.1436 0.1713
H -0.5035 -1.3440 -1.1710 0.1633
H -2.5628 0.7028 -1.6915 0.2418
H -1.8260 -0.5527 -2.7124 0.2246
H 1.4326 1.3878 -1.6906 0.3912
H 0.7940 -0.0426 -1.0957 0.3938
O 4.2784 0.5819 5.6642 -0.9473
H 4.3761 -0.1261 6.2850 0.4750
H 4.9362 1.2284 5.7295 0.4723
```

Its net charge is 0. As for the orbital gap: 10.2 eV. Its SMILES is NCCC(N)=O.O.

---

b | A 2-piece molecular cluster, C3H10N2O2 overall, computed with ωB97M-V/def2-TZVPD.

Structure (XYZ):
```
17
Properties=species:S:1:pos:R:3:nbo_charge:R:1
N 1.5098 1.7003 0.0908 -0.8353
C 1.3974 0.3609 -0.5666 -0.0501
N 0.1814 -0.1263 0.0448 -0.6640
C -0.0446 -1.5442 -0.0594 -0.3175
C -1.0183 -1.9209 1.0833 0.4375
O -2.1594 -1.5662 1.0944 -0.4907
H 2.1801 2.3169 -0.4611 0.3648
H 0.5379 2.0854 -0.2250 0.3523
H 1.3990 0.3876 -1.6942 0.1699
H 2.2686 -0.1931 -0.1990 0.1536
H 0.2000 0.3069 0.9902 0.3899
H 0.9354 -2.0681 0.1513 0.1607
H -0.3167 -1.8832 -1.1078 0.2190
H -0.5544 -2.4198 1.9301 0.1119
O -2.4384 1.8074 -0.5677 -0.9285
H -2.4458 1.3540 0.2975 0.4649
H -1.6321 1.4024 -0.8018 0.4617
```

Its net charge is 0. As for the orbital gap: 10.3 eV. Its SMILES is NCNCC=O.O.

---

c | A 2-piece molecular cluster, C3H10N2O2 overall, computed with ωB97M-V/def2-TZVPD.

Structure (XYZ):
```
17
Properties=species:S:1:pos:R:3:nbo_charge:R:1
N -2.1637 -0.0279 -2.3149 -0.8459
C -1.2754 -0.4208 -1.2393 -0.2323
C -0.0199 0.4852 -1.3005 -0.2156
N 0.8047 0.4719 -0.1192 -0.6151
C 1.1047 -0.6525 0.5928 0.5256
O 2.1714 -0.8746 1.1141 -0.5957
H -3.0755 0.2652 -1.9914 0.3673
H -2.3074 -0.7965 -2.9572 0.3638
H -1.7399 -0.3721 -0.2599 0.1892
H -0.8851 -1.4306 -1.3551 0.1780
H -0.4395 1.4811 -1.4498 0.2046
H 0.4816 0.2119 -2.2367 0.1802
H 1.5301 1.1769 -0.0777 0.3968
H 0.2378 -1.3401 0.6115 0.0973
O -0.0799 0.8854 2.8020 -0.9389
H -0.5757 1.0811 3.6033 0.4700
H 0.0939 -0.0596 2.8188 0.4706
```

Its net charge is 0. As for the orbital gap: 10.2 eV. Its SMILES is NCCNC=O.O.

---

d | C3H10N2O2 as an isolated structure, computed with ωB97M-V/def2-TZVPD.

Structure (XYZ):
```
17
Properties=species:S:1:pos:R:3:nbo_charge:R:1
C 1.1520 0.4373 0.7628 -0.2595
C -1.1881 1.5612 1.4207 -0.2485
O -0.2572 1.4502 0.3795 -0.5718
H -1.9733 2.2738 1.1413 0.1979
H 1.8408 0.7976 0.0067 0.2041
H 1.2913 0.9830 1.6935 0.1825
H 1.3329 -0.6062 1.0187 0.1856
H -0.7149 1.9275 2.3438 0.1569
H -1.6688 0.5959 1.6479 0.1490
C 0.6460 -1.7108 -1.4546 -0.4534
N -0.2635 -0.9736 -0.6073 -0.5152
N -1.2463 0.0129 -1.2065 0.3115
O -1.0026 0.2977 -2.3364 -0.3377
H -0.6425 -1.3854 0.2361 0.3766
H 1.1346 -0.9961 -2.1247 0.2191
H 1.4159 -2.2027 -0.8501 0.2066
H 0.1436 -2.4622 -2.0713 0.1962
```

Its net charge is 0. As for the orbital gap: 9.6 eV.

---

So which one wins? Going from most stable to least: c, a, b, d.

---

a | A 2-piece molecular cluster, C3H10N2O2 overall, computed with ωB97M-V/def2-TZVPD.

Structure (XYZ):
```
17
Properties=species:S:1:pos:R:3:nbo_charge:R:1
N 1.7775 -1.7378 -2.0234 -0.8274
C 0.9032 -1.2801 -0.9436 -0.2200
C 0.9616 0.2443 -0.8698 -0.2169
N -0.0076 0.6868 0.1488 -0.6234
C -0.0853 1.8977 0.7583 0.5364
O -1.0610 2.2592 1.3669 -0.6192
H 1.7736 -2.7449 -2.0024 0.3617
H 1.4250 -1.4064 -2.9014 0.3532
H 1.2422 -1.6516 0.0186 0.2035
H -0.1587 -1.5257 -1.0587 0.1666
H 1.9390 0.6000 -0.5452 0.2060
H 0.6732 0.7849 -1.7758 0.1813
H -0.9279 0.3018 0.0731 0.3920
H 0.7708 2.5481 0.5465 0.1037
O -2.0566 -1.4187 1.5536 -0.9388
H -3.0009 -1.3717 1.3724 0.4658
H -1.9359 -0.5389 1.9422 0.4755
```

Its net charge is 0. As for the orbital gap: 10.5 eV. Its SMILES is NCCNC=O.O.

---

b | C3H10N2O2 as an isolated structure, computed with ωB97M-V/def2-TZVPD.

Structure (XYZ):
```
17
Properties=species:S:1:pos:R:3:nbo_charge:R:1
C 0.9633 0.1350 -0.1600 0.2538
C -2.1170 -0.2339 -0.5966 -0.2572
C 0.9393 -1.0514 -1.0841 -0.6376
N 0.0527 0.1405 0.9292 0.0312
N 0.1466 1.2050 1.7177 -0.5976
O -1.0520 0.6435 -0.3567 -0.5873
O 2.2384 -0.2529 0.8094 -0.8022
H 2.3263 0.4204 1.4981 0.4599
H 1.2336 1.1017 -0.5958 0.1853
H 0.2803 2.1152 1.2771 0.3625
H -0.5208 1.1974 2.4771 0.3845
H -1.9025 -0.9830 -1.3691 0.1540
H -2.9617 0.3670 -0.9474 0.1830
H -2.4499 -0.7698 0.3019 0.1727
H 0.3146 -0.8392 -1.9480 0.2230
H 0.5501 -1.9238 -0.5644 0.2305
H 1.9587 -1.2718 -1.3883 0.2413
```

Its net charge is 0. As for the orbital gap: 10.4 eV.

---

So which one wins? Going from most stable to least: a, b.

---

a | H4O2P3 as an isolated structure, computed with ωB97M-V/def2-TZVPD.

Structure (XYZ):
```
9
Properties=species:S:1:pos:R:3:nbo_charge:R:1
O 3.1421 -1.5132 -0.6796 -1.1245
O -1.5958 -0.4100 -1.0982 -1.1089
P -1.5504 0.4041 0.1285 1.3722
P 1.2291 0.3403 0.3013 -0.6345
P 2.5437 -0.2748 -1.1332 0.8780
H -2.8450 0.7949 0.5382 -0.1847
H -1.1784 -0.0449 1.2742 -0.1074
H -1.0930 1.7041 -0.0365 -0.0902
H 1.3476 -1.0005 0.7053 0.0001
```

Its net charge is -1. As for the orbital gap: 7.5 eV.

---

b | An isolated ion of composition H4O2P3 and charge -1, computed with ωB97M-V/def2-TZVPD.

Structure (XYZ):
```
9
Properties=species:S:1:pos:R:3:nbo_charge:R:1
O -3.0342 -0.1328 0.5353 -1.0870
P -1.8353 0.0238 -0.3011 0.9609
P -0.4963 1.4996 0.1845 -0.5050
P 1.0793 -0.4041 -0.2927 1.2483
O 0.6417 -1.4398 0.6720 -1.1532
H -0.7500 1.3233 1.6349 -0.0052
H 1.9099 -1.1504 -1.0445 -0.2268
H 0.3694 -0.1645 -1.5150 -0.1246
H 2.1156 0.4450 0.1265 -0.1075
```

Its net charge is -1. As for the orbital gap: 7.9 eV. Its SMILES is O=P#[PH][PH3][O-].

---

So which one wins? Going from most stable to least: a, b.

---

a | A 2-piece molecular cluster, C5H4 overall, computed with ωB97M-V/def2-TZVPD.

Structure (XYZ):
```
9
Properties=species:S:1:pos:R:3:nbo_charge:R:1
C 0.9944 -0.3987 -0.3355 -0.2254
C 0.3303 0.9442 -0.1979 -0.2525
C -0.3267 -1.0011 -0.1423 -0.2457
C -0.9640 0.3058 -0.1813 -0.1198
C 0.1515 -0.0657 1.0165 -0.1898
H 2.0510 -0.4994 -0.3616 0.2545
H 0.8031 1.9623 -0.4258 0.2669
H -0.7925 -2.0055 0.1486 0.2680
H -2.2471 0.7581 0.4795 0.2439
```

Its net charge is 0. As for the orbital gap: 10.0 eV.

---

b | One molecule with the formula C5H4, computed with ωB97M-V/def2-TZVPD.

Structure (XYZ):
```
9
Properties=species:S:1:pos:R:3:nbo_charge:R:1
C -0.2839 0.8392 -2.1235 -0.2512
C -0.3963 0.1232 -1.1571 0.0099
C -0.6832 -0.2238 0.2220 -0.5673
C 0.4880 -0.3564 1.1187 -0.0111
C 1.4194 -0.4998 1.8740 -0.2141
H -0.0567 0.9978 -3.1426 0.2338
H -1.3062 0.6942 0.2033 0.2979
H -1.4144 -1.0086 0.4318 0.2612
H 2.2333 -0.5657 2.5734 0.2409
```

Its net charge is 0. As for the orbital gap: 10.7 eV. Its SMILES is C#CCC#C.

---

c | One molecule with the formula C5H4, computed with ωB97M-V/def2-TZVPD.

Structure (XYZ):
```
9
Properties=species:S:1:pos:R:3:nbo_charge:R:1
C -3.2178 0.0224 0.0638 -0.2029
C -1.9841 -0.1788 -0.0317 -0.0756
C -0.5877 -0.2395 -0.0874 -0.1148
C 0.6277 -0.1014 -0.0548 0.0971
C 2.0928 0.0140 0.0304 -0.6821
H -4.2710 0.3436 -0.0634 0.2552
H 2.4526 -0.6626 0.8430 0.2449
H 2.5225 -0.3013 -0.8379 0.2343
H 2.3650 1.1035 0.1380 0.2439
```

Its net charge is 0. As for the orbital gap: 10.2 eV. Its SMILES is C#CC#CC.

---

So which one wins? Going from most stable to least: c, b, a.

---

a | One molecule with the formula C5H4, computed with ωB97M-V/def2-TZVPD.

Structure (XYZ):
```
9
Properties=species:S:1:pos:R:3:nbo_charge:R:1
C -2.7470 -1.1448 -0.9520 -0.1736
C -1.6655 -0.8331 -0.5235 -0.0777
C -0.4329 -0.4549 -0.0373 -0.1192
C 0.6307 -0.0277 0.3489 0.1001
C 1.7833 0.8046 0.5934 -0.6920
H -3.6967 -1.4473 -1.3134 0.2353
H 1.5119 1.7693 0.1449 0.2449
H 2.6558 0.3986 0.0768 0.2415
H 1.9603 0.9352 1.6623 0.2407
```

Its net charge is 0. As for the orbital gap: 10.2 eV. Its SMILES is C#CC#CC.

---

b | One molecule with the formula C5H4, computed with ωB97M-V/def2-TZVPD.

Structure (XYZ):
```
9
Properties=species:S:1:pos:R:3:nbo_charge:R:1
C 3.1423 0.3781 -0.0258 -0.1930
C 1.9448 0.5053 -0.0072 -0.0656
C 0.5783 0.4044 0.0080 -0.1139
C -0.5857 0.0947 0.0137 0.1010
C -1.9980 -0.2318 0.0130 -0.6931
H 4.0114 -0.2218 -0.0389 0.2362
H -2.2391 -0.9130 0.8344 0.2423
H -2.2807 -0.7047 -0.9321 0.2422
H -2.5732 0.6890 0.1349 0.2438
```

Its net charge is 0. As for the orbital gap: 10.2 eV. Its SMILES is C#CC#CC.

---

So which one wins? Going from most stable to least: a, b.